[1]
Entry from the Open Molecules 2025 dataset: a molecular structure, C25H41N2PSn in a non-equilibrium geometry (ωB97M-V with the def2-TZVPD basis set).

* ΔE to the lowest compared entry with this formula, charge and spin: 11.0 kcal/mol
* LUMO (alpha / beta): -9.8982 / -9.0694 eV
* F_max: 1.66 eV Å⁻¹
* total energy: -1641.6494 hartree
* highest occupied orbital energy (alpha / beta): -13.54 / -13.53 eV

The geometry in ORCA input format:
```
! wB97M-V def2-TZVPD RIJCOSX def2/J DEFGRID3
* xyz 2 1
C 0.76918 -2.79583 -3.50407
C 1.55653 -1.66477 -3.28162
C 1.09324 -0.63167 -2.44638
C -0.14374 -0.76551 -1.81472
C -0.95272 -1.88556 -2.07176
C -0.47336 -2.92040 -2.88445
C 1.99987 0.55772 -2.22796
C 1.41218 1.98513 -2.13511
N 0.47656 2.38110 -3.14347
Sn -0.67358 0.86815 -0.41867
C -2.34637 -2.01711 -1.50667
P -3.14575 -0.35656 -1.19476
H 2.54138 -1.55546 -3.74405
H -1.09453 -3.80811 -3.02487
H 1.12932 -3.57940 -4.16546
H -2.35841 -2.54148 -0.53456
H -3.01192 -2.58397 -2.18170
H 2.58951 0.40082 -1.30930
H 2.73948 0.60932 -3.04289
H 1.02374 2.21054 -1.08811
C -4.78240 -0.88558 -0.56318
C -3.56558 0.08416 -2.93216
H 2.26547 2.70761 -2.18751
C -0.05155 1.56577 -4.21014
C 0.30849 3.80987 -3.31556
H -3.44566 2.26822 2.45798
H -0.18089 2.23506 -5.07163
H 0.59894 0.73921 -4.53198
H -1.04821 1.14826 -3.97936
H 0.24280 4.06017 -4.38079
H -0.60841 4.16530 -2.81692
H 1.16967 4.33969 -2.88891
H -4.36310 -0.59236 -3.27348
H -3.92329 1.12329 -2.97963
H -2.69458 -0.01673 -3.59217
H -5.27225 -1.54242 -1.29800
H -4.65866 -1.42389 0.38560
H -5.41549 -0.00355 -0.38486
H -3.22986 2.76296 1.90611
C -1.45206 -1.69163 5.12768
C -0.41623 -1.67978 4.04658
C 0.60239 -2.64017 4.03622
C 1.60402 -2.61608 3.05806
C 2.67084 -3.66981 3.07660
C 1.59270 -1.60459 2.09207
C 0.60911 -0.58541 2.10793
C -0.44754 -0.71761 3.04087
N 0.72899 0.58642 1.34396
C 1.54970 1.69867 1.85982
C 1.77767 1.63533 3.36615
C 2.92620 1.66003 1.20532
C 0.87960 3.02833 1.55765
H -1.96407 -2.66174 5.16038
H -1.00038 -1.52104 6.11306
H -2.18938 -0.90917 4.94038
H 0.60459 -3.42887 4.79916
H 3.30349 -3.58043 3.97011
H 2.22500 -4.67183 3.09016
H 3.30452 -3.56881 2.18836
H 2.37419 -1.55327 1.32655
H -1.26287 0.01081 3.01419
H 2.36529 0.75908 3.64963
H 2.34536 2.52766 3.66119
H 0.82564 1.65034 3.89928
H 2.84938 1.75554 0.11410
H 3.52470 2.49746 1.59313
H 3.43512 0.71413 1.45007
H 0.83535 3.25352 0.49247
H -0.13130 3.03595 1.97307
H 1.45392 3.83500 2.02295
*
```

---

[2]
Entry from the Open Molecules 2025 dataset: a molecular structure, C4H8O2 (ωB97M-V with the def2-TZVPD basis set).

* ΔE to the lowest compared entry with this formula, charge and spin: 148.1 kcal/mol
* LUMO (alpha / beta): -1.1109 / -1.1080 eV
* F_max: 0.36 eV Å⁻¹
* total energy: -307.4765 hartree
* highest occupied orbital energy (alpha / beta): -9.31 / -9.32 eV

The geometry in ORCA input format:
```
! wB97M-V def2-TZVPD RIJCOSX def2/J DEFGRID3
* xyz 0 1
O 0.99783 -0.04041 -1.84440
C 0.48628 0.43043 -0.74709
C -0.59391 -0.38038 -0.19567
C -0.95447 -0.00375 1.22418
O 0.28167 0.57204 1.64980
C 1.22257 0.14387 0.67622
H -0.55241 -0.26152 -2.33639
H 0.29366 1.51750 -0.66615
H -0.54938 -1.43500 -0.45988
H -1.28893 -0.28743 -1.93964
H -1.21532 -0.87944 1.83341
H -1.75851 0.73636 1.30023
H 2.10151 0.79060 0.70927
H 1.52942 -0.90287 0.79609
*
```

---

- The lowest F_max belongs to which entry?
  C4H8O2

---

Copy entry 1 word for word.
Entry from the Open Molecules 2025 dataset: a molecular structure, C25H41N2PSn in a non-equilibrium geometry (ωB97M-V with the def2-TZVPD basis set).

* ΔE to the lowest compared entry with this formula, charge and spin: 11.0 kcal/mol
* LUMO (alpha / beta): -9.8982 / -9.0694 eV
* F_max: 1.66 eV Å⁻¹
* total energy: -1641.6494 hartree
* highest occupied orbital energy (alpha / beta): -13.54 / -13.53 eV

The geometry in ORCA input format:
```
! wB97M-V def2-TZVPD RIJCOSX def2/J DEFGRID3
* xyz 2 1
C 0.76918 -2.79583 -3.50407
C 1.55653 -1.66477 -3.28162
C 1.09324 -0.63167 -2.44638
C -0.14374 -0.76551 -1.81472
C -0.95272 -1.88556 -2.07176
C -0.47336 -2.92040 -2.88445
C 1.99987 0.55772 -2.22796
C 1.41218 1.98513 -2.13511
N 0.47656 2.38110 -3.14347
Sn -0.67358 0.86815 -0.41867
C -2.34637 -2.01711 -1.50667
P -3.14575 -0.35656 -1.19476
H 2.54138 -1.55546 -3.74405
H -1.09453 -3.80811 -3.02487
H 1.12932 -3.57940 -4.16546
H -2.35841 -2.54148 -0.53456
H -3.01192 -2.58397 -2.18170
H 2.58951 0.40082 -1.30930
H 2.73948 0.60932 -3.04289
H 1.02374 2.21054 -1.08811
C -4.78240 -0.88558 -0.56318
C -3.56558 0.08416 -2.93216
H 2.26547 2.70761 -2.18751
C -0.05155 1.56577 -4.21014
C 0.30849 3.80987 -3.31556
H -3.44566 2.26822 2.45798
H -0.18089 2.23506 -5.07163
H 0.59894 0.73921 -4.53198
H -1.04821 1.14826 -3.97936
H 0.24280 4.06017 -4.38079
H -0.60841 4.16530 -2.81692
H 1.16967 4.33969 -2.88891
H -4.36310 -0.59236 -3.27348
H -3.92329 1.12329 -2.97963
H -2.69458 -0.01673 -3.59217
H -5.27225 -1.54242 -1.29800
H -4.65866 -1.42389 0.38560
H -5.41549 -0.00355 -0.38486
H -3.22986 2.76296 1.90611
C -1.45206 -1.69163 5.12768
C -0.41623 -1.67978 4.04658
C 0.60239 -2.64017 4.03622
C 1.60402 -2.61608 3.05806
C 2.67084 -3.66981 3.07660
C 1.59270 -1.60459 2.09207
C 0.60911 -0.58541 2.10793
C -0.44754 -0.71761 3.04087
N 0.72899 0.58642 1.34396
C 1.54970 1.69867 1.85982
C 1.77767 1.63533 3.36615
C 2.92620 1.66003 1.20532
C 0.87960 3.02833 1.55765
H -1.96407 -2.66174 5.16038
H -1.00038 -1.52104 6.11306
H -2.18938 -0.90917 4.94038
H 0.60459 -3.42887 4.79916
H 3.30349 -3.58043 3.97011
H 2.22500 -4.67183 3.09016
H 3.30452 -3.56881 2.18836
H 2.37419 -1.55327 1.32655
H -1.26287 0.01081 3.01419
H 2.36529 0.75908 3.64963
H 2.34536 2.52766 3.66119
H 0.82564 1.65034 3.89928
H 2.84938 1.75554 0.11410
H 3.52470 2.49746 1.59313
H 3.43512 0.71413 1.45007
H 0.83535 3.25352 0.49247
H -0.13130 3.03595 1.97307
H 1.45392 3.83500 2.02295
*
```

---

- Which formula does entry 1 have?
  C25H41N2PSn

---

Please write out number 2 again, unchanged.
Entry from the Open Molecules 2025 dataset: a molecular structure, C4H8O2 (ωB97M-V with the def2-TZVPD basis set).

* ΔE to the lowest compared entry with this formula, charge and spin: 148.1 kcal/mol
* LUMO (alpha / beta): -1.1109 / -1.1080 eV
* F_max: 0.36 eV Å⁻¹
* total energy: -307.4765 hartree
* highest occupied orbital energy (alpha / beta): -9.31 / -9.32 eV

The geometry in ORCA input format:
```
! wB97M-V def2-TZVPD RIJCOSX def2/J DEFGRID3
* xyz 0 1
O 0.99783 -0.04041 -1.84440
C 0.48628 0.43043 -0.74709
C -0.59391 -0.38038 -0.19567
C -0.95447 -0.00375 1.22418
O 0.28167 0.57204 1.64980
C 1.22257 0.14387 0.67622
H -0.55241 -0.26152 -2.33639
H 0.29366 1.51750 -0.66615
H -0.54938 -1.43500 -0.45988
H -1.28893 -0.28743 -1.93964
H -1.21532 -0.87944 1.83341
H -1.75851 0.73636 1.30023
H 2.10151 0.79060 0.70927
H 1.52942 -0.90287 0.79609
*
```